No. 1
The following is a DFT calculation (ωB97M-V/def2-TZVPD) of a molecular structure, C23H34AsCoN6O8P2SSe.

The geometry in XYZ format:
```
77
Properties=species:S:1:pos:R:3:forces:R:3:lowdin_charge:R:1
Co -0.40062 0.22474 -0.01716 -0.67 -0.90 1.08 0.45
Se -2.25865 7.50841 -0.11421 0.06 -0.34 0.00 1.21
N -0.78522 6.61977 0.37498 -0.34 0.07 -0.14 -0.20
C -1.02512 5.35409 0.16272 0.25 -0.16 0.08 -0.33
C -0.05534 4.29238 0.45637 -0.11 0.23 0.01 -0.05
C 1.21616 4.49728 0.98795 0.09 -0.05 0.04 0.05
C 2.02779 3.40109 1.22347 -0.14 -0.01 -0.05 0.01
C 1.55202 2.12536 0.93701 0.01 0.07 0.02 -0.06
N 0.33583 1.93358 0.43977 1.00 -0.21 0.23 -0.02
C -0.44403 2.98895 0.19145 -0.15 -0.06 -0.22 -0.14
C -1.72715 2.65649 -0.38742 0.20 0.04 0.19 -0.14
N -1.91053 1.34041 -0.61173 0.13 0.32 -0.08 0.03
C -3.09288 0.95107 -1.08212 0.00 -0.09 -0.18 -0.05
C -4.11189 1.85966 -1.36010 0.08 0.03 0.03 0.02
C -3.91197 3.20806 -1.14885 0.00 -0.05 0.01 0.06
C -2.67889 3.62603 -0.64694 -0.06 0.23 -0.01 -0.06
C -2.32046 5.02285 -0.37037 -0.16 -0.22 -0.06 -0.33
N -3.13332 6.02117 -0.58908 0.28 0.24 0.11 -0.20
H 1.54869 5.50407 1.20294 0.01 0.01 0.01 0.13
H 3.02281 3.51742 1.62652 0.02 0.01 0.01 0.12
H 2.14780 1.23932 1.10578 -0.03 0.00 0.02 0.12
H -3.22014 -0.10413 -1.26682 -0.01 0.07 0.04 0.12
H -5.04913 1.48696 -1.74613 -0.01 0.00 0.01 0.13
H -4.68311 3.93891 -1.35204 -0.01 0.00 -0.03 0.14
C 0.47242 -3.69069 -1.20397 -0.03 0.01 -0.04 -0.03
C -0.41134 -3.54195 0.03414 0.01 -0.09 -0.10 -0.58
O -0.92386 -4.78060 0.49421 0.02 0.01 0.03 -0.02
P -1.87801 -2.53882 -0.31429 0.27 -0.37 0.18 0.50
O -2.78025 -3.18977 -1.41629 0.08 0.06 -0.07 -0.03
O -2.72415 -2.50285 0.99611 0.09 -0.14 0.05 -0.09
O -1.39483 -1.22153 -0.84036 -0.21 0.13 -0.06 -0.31
P 0.41785 -2.56535 1.35646 -0.23 -0.11 0.19 0.36
O 1.76704 -3.34156 1.69347 0.04 0.07 -0.07 -0.08
O -0.46762 -2.61036 2.55844 0.02 -0.04 -0.21 -0.36
O 0.75501 -1.21597 0.75178 0.49 0.70 0.10 -0.34
H -0.07112 -4.20719 -1.99538 0.00 -0.02 0.01 0.10
H 1.34922 -4.29044 -0.95178 -0.01 -0.01 -0.01 0.10
H 0.80101 -2.72082 -1.57762 -0.01 -0.01 0.03 0.06
H -0.23256 -5.29469 0.93003 0.01 -0.02 0.00 0.12
H -3.12824 -4.06843 -1.20230 -0.07 0.02 0.04 0.13
H -2.13785 -2.63442 1.79010 -0.08 0.14 -0.10 0.07
H 2.50047 -3.15481 1.09329 0.01 0.00 0.04 0.09
C 1.12223 -0.68601 4.33174 0.08 -0.03 0.07 -0.20
As -0.73820 -0.34280 4.06774 -0.05 0.42 -0.55 0.85
C -1.04681 1.22764 5.13374 0.03 -0.11 0.20 -0.26
C -1.90109 -1.65753 4.82328 -0.01 -0.10 0.03 -0.21
S -1.40669 0.49970 2.16390 -0.38 -0.08 -0.67 0.48
H 1.24071 -0.83772 5.40608 0.09 0.00 -0.04 0.06
H 1.66923 0.20427 4.02580 0.01 -0.02 0.02 0.05
H 1.45805 -1.56231 3.79068 -0.03 -0.01 0.03 0.02
H -0.78211 0.98458 6.16406 -0.02 0.09 0.01 0.05
H -2.09677 1.50804 5.08697 0.00 0.00 -0.04 0.05
H -0.42797 2.04336 4.76854 0.00 0.00 0.00 0.04
H -1.97511 -1.43700 5.88820 -0.04 -0.06 -0.02 0.05
H -1.50427 -2.65017 4.64102 -0.02 0.02 0.04 0.04
H -2.87591 -1.54342 4.35161 -0.01 -0.01 0.04 0.05
C -0.23597 -0.05742 -3.80692 -0.04 0.07 -0.01 -0.01
N 1.09459 -0.56834 -3.51910 0.02 -0.03 0.06 -0.06
C 1.82614 -1.10691 -4.66659 0.00 0.03 0.02 -0.13
C 2.95397 -1.99952 -4.20098 0.00 -0.01 -0.04 -0.14
C 3.78108 -1.23623 -3.19184 0.02 0.03 0.02 -0.13
N 2.92609 -0.77733 -2.09613 -0.07 -0.01 -0.05 -0.06
C 3.55615 -0.60744 -0.80292 0.06 0.05 0.11 -0.02
C 1.66492 -0.34905 -2.31508 -0.43 -0.25 -0.40 -0.43
O 1.02537 0.24254 -1.40387 -0.12 0.47 0.11 -0.05
H -0.77396 -0.80058 -4.39509 -0.01 0.01 0.01 0.10
H -0.18640 0.87074 -4.38184 0.02 0.00 0.00 0.11
H -0.78211 0.11650 -2.88699 0.03 -0.01 -0.04 0.06
H 2.21351 -0.28141 -5.27273 -0.01 -0.01 0.00 0.14
H 1.11428 -1.65495 -5.28339 0.01 -0.03 0.02 0.13
H 3.56935 -2.29349 -5.04961 0.00 -0.01 0.00 0.13
H 2.55220 -2.90656 -3.74399 0.01 -0.01 -0.01 0.12
H 4.27316 -0.38024 -3.66527 0.02 -0.01 0.02 0.14
H 4.56070 -1.86193 -2.75870 -0.03 -0.01 -0.02 0.13
H 4.13563 -1.50453 -0.57462 0.01 0.01 -0.02 0.10
H 2.79563 -0.47971 -0.04026 0.02 0.00 -0.04 0.05
H 4.24453 0.24153 -0.79952 -0.02 0.03 0.01 0.11
```
Forces are in eV/Å.

Charge: +2
Frontier orbital gap (alpha / beta) in eV: 7.33 / 7.34
Multiplicity: 1
Energy relative to the best compared isomer or geometry (same formula, charge and spin) in kcal per mole: 9.3


No. 2
The following is a DFT calculation (ωB97M-V/def2-TZVPD) of 3 unconnected molecules or ions with the total composition CHClO3S.

The geometry in XYZ format:
```
7
Properties=species:S:1:pos:R:3:forces:R:3:nbo_charge:R:1
C -0.58601 -0.95376 -1.35570 0.52 -0.61 -0.72 0.49
O 0.38002 -1.20267 -1.88373 -0.44 0.06 0.30 -0.48
O 1.76366 0.44230 1.75252 0.26 0.56 0.08 -0.84
O 0.15998 -1.27172 1.23780 -0.53 -0.51 -0.12 -0.86
S 0.39646 0.03744 1.74833 0.44 -0.17 0.48 1.68
Cl -1.15510 1.82601 -0.21396 -0.05 0.25 -0.47 -0.26
H -0.95901 1.12241 -1.28526 -0.20 0.42 0.45 0.27
```
Forces are in eV/Å.

Frontier orbital gap in eV: 10.72
Multiplicity: 1
Energy relative to the best compared isomer or geometry (same formula, charge and spin) in kcal per mole: 23.2


No. 3
The following is a DFT calculation (ωB97M-V/def2-TZVPD) of a molecular structure, C10H8ClNO.

The geometry in XYZ format:
```
21
Properties=species:S:1:pos:R:3:forces:R:3:nbo_charge:R:1
C -2.22343 -0.54830 1.13874 0.35 -0.38 1.24 0.24
C 2.53128 -1.08568 -0.57479 2.31 -0.56 -1.02 -0.19
C 1.62856 -1.49042 -1.55484 0.78 -0.03 -1.19 -0.23
C 2.11047 -0.24848 0.42534 -1.73 -0.60 -0.29 -0.22
C 0.28572 -1.23424 -1.47516 -2.64 -1.58 0.11 -0.18
C 0.75719 0.12954 0.41071 -0.05 -0.09 1.28 0.02
C -0.21293 -0.50141 -0.36496 1.02 -0.11 -1.84 -0.09
C 0.25995 1.24778 1.29847 -0.20 -2.16 -1.55 -0.10
C -1.71780 1.72264 0.06099 4.17 -1.84 -3.24 0.02
C -1.65179 -0.17759 -0.14738 -0.85 3.47 0.96 -0.18
N -2.60845 -0.74696 2.21139 0.15 0.08 -0.93 -0.30
O -0.38014 2.09572 0.38216 -1.00 1.54 -0.37 -0.52
Cl -2.86097 -0.65953 -1.32165 0.14 -0.11 -0.74 0.04
H 3.63061 -1.40430 -0.74878 -1.96 0.59 0.74 0.22
H 2.02728 -1.95052 -2.46928 -0.27 -0.18 0.60 0.22
H 2.60259 -0.05808 1.34983 1.06 0.63 0.11 0.22
H -0.45925 -1.81973 -2.16444 1.54 1.55 1.16 0.24
H -0.52160 0.81029 1.83455 -0.80 -0.35 2.11 0.19
H 1.05649 1.63201 1.89374 0.20 1.00 0.27 0.20
H -1.84059 2.23344 -0.92220 -0.40 -0.96 0.51 0.21
H -2.41319 2.05381 0.73756 -1.81 0.06 2.07 0.18
```
Forces are in eV/Å.

Frontier orbital gap in eV: 10.13
Multiplicity: 1
Energy relative to the best compared isomer or geometry (same formula, charge and spin) in kcal per mole: 50.8